1.
The following is a quantum chemistry calculation of a structure of composition C16H51BO8PdSr in a non-equilibrium geometry, from the OMol25 dataset.

```
78
Properties=species:S:1:pos:R:3
Sr 6.245 17.538 14.922
Pd 8.590 16.020 11.947
B 6.627 14.911 12.400
H 5.804 14.263 12.657
H 6.453 15.840 12.921
H 7.515 14.409 12.753
H 6.687 15.111 11.341
C 10.690 17.588 15.135
C 9.615 16.536 14.974
O 8.616 16.814 14.029
H 11.306 17.445 16.023
H 10.141 18.503 15.357
H 11.281 17.700 14.226
H 9.096 16.447 15.929
H 10.130 15.614 14.706
C 14.681 18.888 13.733
C 14.509 17.298 13.795
O 15.493 16.732 12.957
H 13.962 19.271 14.458
H 14.591 19.328 12.740
H 15.677 19.203 14.041
H 13.463 17.041 13.632
H 14.689 17.122 14.856
H 16.059 16.119 13.431
C 7.078 16.593 19.328
C 7.148 15.726 18.115
O 6.131 16.155 17.259
H 6.296 16.503 20.083
H 7.259 17.599 18.952
H 7.939 16.466 19.984
H 6.868 14.694 18.327
H 8.181 15.725 17.768
H 5.289 15.765 17.501
C 12.427 18.451 19.576
C 11.336 17.450 19.402
O 10.881 17.033 20.645
H 13.217 18.068 20.222
H 12.090 19.334 20.118
H 12.853 18.834 18.649
H 11.695 16.604 18.816
H 10.496 17.754 18.778
H 11.295 16.184 20.818
C 10.355 18.891 9.919
C 10.480 18.412 11.339
O 10.548 17.030 11.485
H 10.652 19.925 9.748
H 9.330 18.729 9.585
H 11.075 18.279 9.376
H 9.616 18.947 11.734
H 11.338 18.860 11.841
H 11.356 16.687 11.096
C 13.598 14.375 16.057
C 13.566 13.816 14.617
O 12.316 13.234 14.217
H 13.606 13.630 16.853
H 12.797 15.096 16.220
H 14.534 14.893 16.268
H 14.391 13.118 14.471
H 13.747 14.624 13.908
H 12.356 12.386 14.666
C 7.084 21.597 15.114
C 7.980 20.392 15.193
O 7.405 19.500 16.181
H 6.780 21.918 16.110
H 6.197 21.414 14.508
H 7.504 22.475 14.624
H 8.917 20.864 15.490
H 8.236 19.956 14.228
H 7.531 19.903 17.044
C 10.499 11.584 12.017
C 10.335 12.935 11.230
O 10.147 14.080 12.049
H 9.631 11.426 12.657
H 11.408 11.526 12.617
H 10.422 10.680 11.414
H 9.463 12.785 10.593
H 11.138 13.296 10.588
H 10.850 14.057 12.702
```

The calculation puts the LUMO energy (alpha / beta) at -6.5 / -8.0 eV. As for the expectation value of S²: 2.01. The total charge is +2. As for the spin multiplicity: 3. The value obtained for the max |F| is 5.00 eV Å⁻¹. As for the total energy: -1424.79530 Ha. The value obtained for the HOMO-LUMO gap (alpha / beta) is 7.836 / 6.263 eV.


2.
The following is a quantum chemistry calculation of a cluster of 2 separate species, C21H40N5O in total in a non-equilibrium geometry, from the OMol25 dataset.

```
67
Properties=species:S:1:pos:R:3
C 3.489 -0.588 1.568
C 4.670 -0.039 0.784
O 4.885 -0.394 -0.347
N 5.503 0.901 1.429
C 5.423 2.273 0.918
C 4.334 3.134 1.557
C 2.957 2.997 0.869
C 2.364 4.363 0.551
N 1.109 4.329 -0.217
C -0.071 4.174 0.433
N -1.192 4.108 -0.285
N -0.104 4.062 1.789
C -1.327 3.597 2.493
C -1.345 2.061 2.542
C -1.383 1.427 1.175
C -2.568 1.409 0.437
C -2.584 0.892 -0.851
C -1.412 0.395 -1.417
C -0.232 0.382 -0.682
C -0.224 0.898 0.614
H 3.751 -1.543 2.024
H 2.667 -0.733 0.872
H 3.183 0.095 2.361
H 5.343 0.864 2.428
H 5.307 2.224 -0.164
H 6.390 2.744 1.104
H 4.666 4.175 1.510
H 4.235 2.890 2.616
H 3.071 2.433 -0.061
H 2.282 2.445 1.525
H 3.076 4.889 -0.088
H 2.260 4.981 1.441
H 1.172 3.630 -0.958
H -1.209 3.616 -1.164
H -2.022 4.562 0.052
H 0.317 4.851 2.267
H -1.242 3.964 3.515
H -2.256 4.011 2.100
H -2.209 1.751 3.133
H -0.458 1.740 3.090
H -3.483 1.804 0.867
H -3.499 0.872 -1.429
H -1.398 -0.003 -2.424
H 0.680 -0.027 -1.098
H 0.687 0.894 1.200
C -2.697 -3.006 0.287
C -3.080 -4.228 -0.537
N -3.053 -3.980 -1.967
C -3.688 -5.026 -2.751
C -3.061 -6.424 -2.736
C -1.799 -3.466 -2.484
C -0.526 -4.296 -2.265
H -3.317 -2.149 0.017
H -2.848 -3.216 1.347
H -1.650 -2.730 0.155
H -4.101 -4.516 -0.275
H -2.437 -5.070 -0.236
H -3.760 -4.677 -3.785
H -4.721 -5.109 -2.398
H -2.145 -6.470 -3.324
H -3.759 -7.140 -3.173
H -2.840 -6.763 -1.723
H -1.639 -2.479 -2.041
H -1.924 -3.280 -3.554
H -0.455 -4.673 -1.244
H 0.353 -3.672 -2.443
H -0.460 -5.141 -2.948
```

The calculation puts the LUMO energy at -3.2 eV. The energy relative to the best compared isomer or geometry (same formula, charge and spin) is 0.0 kcal/mol. The total charge is +1. The value obtained for the max |F| is 1.80 eV Å⁻¹. As for the total energy: -1172.96641 Ha. The value obtained for the HOMO-LUMO gap is 6.509 eV.


3.
The following is a quantum chemistry calculation of a structure of composition C6H9ClO6Pd in a non-equilibrium geometry, from the OMol25 dataset.

```
23
Properties=species:S:1:pos:R:3
Pd -0.233 0.423 0.589
C -0.649 -2.837 3.168
C -0.483 -1.662 2.209
O 0.587 -1.000 2.185
O -1.409 -1.417 1.395
H -0.397 -2.442 4.159
H 0.117 -3.588 2.973
H -1.664 -3.215 3.131
C 2.695 3.216 -0.918
C 1.737 2.207 -0.336
O 0.516 2.403 -0.603
O 2.110 1.266 0.399
H 3.728 2.852 -0.941
H 2.682 4.113 -0.296
H 2.413 3.482 -1.935
C -1.679 -1.110 -3.058
C -1.134 -0.413 -1.828
O 0.025 -0.725 -1.424
O -1.847 0.368 -1.157
H -0.938 -1.374 -3.810
H -2.441 -0.471 -3.513
H -2.159 -2.033 -2.727
Cl -1.579 1.957 2.337
```

The calculation puts the LUMO energy (alpha / beta) at 5.9 / 5.9 eV. The energy relative to the best compared isomer or geometry (same formula, charge and spin) is 7.8 kcal/mol. As for the expectation value of S²: 2.00. The total charge is -2. As for the spin multiplicity: 3. The value obtained for the max |F| is 1.65 eV Å⁻¹. As for the total energy: -1273.62828 Ha. The value obtained for the HOMO-LUMO gap (alpha / beta) is 7.158 / 7.323 eV.


4.
The following is a quantum chemistry calculation of the molecule C5H10O2S in a non-equilibrium geometry, from the OMol25 dataset.

```
18
Properties=species:S:1:pos:R:3
C 1.674 -0.883 1.673
C 0.664 -0.514 0.899
C -0.076 -1.450 -0.060
S -1.797 -1.700 0.346
O 0.149 0.732 0.951
C -0.188 1.378 -0.230
C 0.967 1.690 -1.158
O 0.457 2.365 -2.328
H 2.156 -0.106 2.248
H 1.923 -1.932 1.818
H -0.008 -1.077 -1.096
H 0.424 -2.409 -0.063
H -1.477 -2.005 1.644
H -0.928 0.763 -0.843
H -0.762 2.260 0.044
H 1.695 2.249 -0.609
H 1.467 0.796 -1.441
H 1.166 2.550 -2.961
```

The calculation puts the LUMO energy at 0.7 eV. The energy relative to the best compared isomer or geometry (same formula, charge and spin) is 44.4 kcal/mol. The total charge is 0. The value obtained for the max |F| is 3.04 eV Å⁻¹. Its SMILES is C=C(CS)OCCO. As for the total energy: -745.12071 Ha. The value obtained for the HOMO-LUMO gap is 9.792 eV.


5.
The following is a quantum chemistry calculation of a structure of composition C19H38O2 in a non-equilibrium geometry, from the OMol25 dataset.

```
59
Properties=species:S:1:pos:R:3
C -7.713 -0.090 -1.702
C -6.241 -0.742 -1.605
C -5.597 -0.248 -0.298
C -4.333 -1.021 -0.101
C -3.722 -0.748 1.095
C -2.498 -1.396 1.603
C -1.418 -1.232 0.690
C -0.943 0.371 0.159
C -0.389 1.050 1.424
C 0.131 2.428 1.266
C 1.148 2.855 0.262
C 2.402 2.056 0.538
C 3.696 2.108 -0.405
C 3.491 1.963 -1.714
H 2.665 2.455 -2.330
H 4.324 2.049 -2.169
C 3.167 0.227 -1.871
C 4.155 -0.524 -1.189
O 5.452 -0.387 -1.670
O 3.631 -1.130 -0.153
C 4.435 -2.044 0.448
C 4.982 -3.068 -0.131
H 4.322 -3.570 -0.792
H 5.767 -2.709 -0.809
H 5.590 -3.699 0.133
C 5.618 -1.218 1.291
H 5.073 -0.617 1.852
H 6.296 -0.660 0.576
H 5.970 -1.930 2.112
H 3.790 -2.499 1.317
H 3.123 0.263 -3.039
H 2.131 0.126 -1.615
H 4.603 1.837 0.108
H 3.836 3.239 -0.289
H 2.745 2.210 1.655
H 2.402 1.083 0.700
H 1.427 3.733 -0.037
H 0.865 2.309 -0.459
H -0.798 3.090 0.963
H 0.308 3.028 2.321
H 0.596 0.367 2.038
H -1.224 1.102 2.552
H -1.878 0.881 -0.043
H -0.226 0.212 -0.491
H -0.554 -1.598 0.790
H -1.482 -1.606 -0.440
H -2.571 -2.489 1.654
H -1.956 -1.142 2.574
H -4.424 -0.685 1.955
H -3.702 0.572 1.290
H -4.473 -2.027 -0.142
H -3.716 -0.662 -0.957
H -5.461 0.810 -0.331
H -6.352 -0.716 0.645
H -5.620 -0.497 -2.304
H -6.453 -1.723 -1.435
H -8.221 -0.440 -2.810
H -7.763 1.001 -1.706
H -8.412 -0.304 -0.973
```

The calculation puts the LUMO energy at 0.7 eV. The energy relative to the best compared isomer or geometry (same formula, charge and spin) is 417.6 kcal/mol. The total charge is 0. The value obtained for the max |F| is 13.15 eV Å⁻¹. As for the total energy: -896.61617 Ha. The value obtained for the HOMO-LUMO gap is 10.144 eV.